No. 1
ORCA calculation (ωB97M-V with the def2-TZVPD basis set) on C23H56BF10FeNO25S9 as an isolated structure at a distorted geometry.

Properties
Kohn-Sham gap (alpha / beta): 9.5 / 8.9 eV
total energy: -8716.51019 hartree
multiplicity: 5
maximum force: 5.613 eV/A

Last column: Löwdin charge in e.
Atoms and positions in Å:
1 Fe -2.90 1.58 -1.52  1.014
2 S 4.29 1.57 -4.16  0.649
3 S 0.05 0.22 -1.14  0.647
4 S -0.79 4.11 -2.66  0.760
5 S -3.20 3.49 1.72  0.755
6 S -5.86 -4.26 3.28  0.744
7 S 6.59 -0.43 -0.20  0.646
8 S -1.71 -0.89 0.49  0.772
9 S -1.25 -3.70 7.81  0.708
10 S 2.86 -3.35 -3.53  0.719
11 F -3.86 -0.02 -4.75  0.225
12 F 0.34 2.42 0.42  0.138
13 F 2.15 1.74 -0.43  0.147
14 F -3.40 -0.28 -2.58  0.152
15 F -1.76 -0.15 -4.14  0.197
16 F -3.40 -2.60 -0.81  0.191
17 F -1.60 -3.48 -0.20  0.202
18 F -2.83 1.60 -3.54  0.129
19 F -1.53 -2.26 -1.87  0.111
20 F 1.32 0.68 1.30  0.116
21 O -5.95 -2.88 3.79  -0.303
22 O 0.62 4.01 -2.27  -0.267
23 O -5.49 -5.35 4.54  -0.253
24 O 0.67 -1.10 -1.05  -0.272
25 O -6.84 -4.83 2.36  -0.307
26 O -3.04 2.55 0.57  -0.361
27 O -2.13 -2.62 6.86  -0.262
28 O -0.57 -1.28 1.30  -0.291
29 O 7.51 -0.51 -1.57  -0.254
30 O 5.11 0.41 -3.82  -0.298
31 O 6.65 -1.73 0.40  -0.278
32 O 4.42 2.33 -5.40  -0.279
33 O 4.31 -4.12 -3.32  -0.267
34 O -3.19 4.95 1.40  -0.304
35 O 0.21 0.98 -2.35  -0.290
36 O -2.93 -0.64 1.37  -0.346
37 O -1.82 3.30 -2.00  -0.357
38 O -1.43 -5.04 7.24  -0.319
39 O 3.25 -1.95 -3.51  -0.312
40 O -1.65 -3.43 9.20  -0.293
41 O -4.66 3.24 2.46  -0.271
42 O 7.04 0.75 0.52  -0.295
43 O 2.06 -3.80 -4.69  -0.302
44 O 4.37 2.56 -2.89  -0.256
45 O -1.30 5.69 -2.82  -0.233
46 N -1.52 0.46 -0.70  -0.348
47 C 8.12 0.66 -2.07  -0.303
48 C 1.02 1.33 0.14  -0.621
49 C 4.87 5.06 -3.41  -0.038
50 C -6.21 -6.53 4.70  -0.320
51 C -2.13 -2.42 -0.66  -0.693
52 C 1.99 -3.94 -1.95  -0.066
53 C 5.13 -3.90 -5.46  -0.077
54 C -7.06 3.69 3.02  -0.039
55 C 2.62 1.00 -3.96  -0.114
56 C 4.93 -0.23 -0.93  -0.103
57 C -2.10 3.12 3.08  -0.079
58 C 5.42 -3.71 -4.00  -0.315
59 C 0.48 -3.17 7.37  -0.107
60 C 9.51 0.73 -1.50  -0.086
61 C -7.53 -6.33 5.43  -0.080
62 C -2.22 7.66 -1.46  -0.042
63 C -3.01 -1.85 4.74  -0.051
64 C -5.85 3.89 2.03  -0.247
65 C -0.88 3.63 -4.47  -0.043
66 C -4.19 -4.49 2.38  -0.077
67 C -1.20 6.43 -1.66  -0.265
68 C 3.93 3.84 -2.93  -0.299
69 C -1.95 -2.67 5.46  -0.303
70 B -2.99 0.27 -3.77  -1.463
71 H -7.43 -5.94 6.44  0.076
72 H -7.85 4.38 2.72  0.075
73 H 8.09 0.77 -3.15  0.122
74 H 3.65 4.05 -1.90  0.121
75 H -1.23 3.77 3.16  0.088
76 H -2.73 -1.59 3.72  0.054
77 H 4.34 -4.62 -5.69  0.079
78 H 5.69 5.30 -2.73  0.063
79 H 4.27 -0.54 -0.12  0.066
80 H 1.07 -3.36 -1.93  0.033
81 H -0.19 4.25 -5.05  0.078
82 H -3.35 -4.43 3.07  0.047
83 H -1.91 3.83 -4.77  0.073
84 H -2.64 3.37 3.99  0.082
85 H -3.18 -0.84 5.13  0.083
86 H -2.04 8.30 -0.60  0.070
87 H -7.52 2.70 3.06  0.075
88 H -2.04 -3.73 5.22  0.105
89 H 10.06 1.60 -1.87  0.074
90 H 1.17 -3.65 8.06  0.064
91 H 6.05 -4.15 -5.99  0.080
92 H -4.12 -5.35 1.72  0.070
93 H 2.61 0.67 -2.93  0.053
94 H -3.95 -3.59 1.81  0.037
95 H 4.67 0.82 -1.01  0.050
96 H -1.23 5.77 -0.80  0.101
97 H 0.55 -2.11 7.61  0.071
98 H 3.04 3.95 -3.54  0.096
99 H 7.66 1.60 -1.75  0.111
100 H 0.76 -3.55 6.39  0.069
101 H 1.80 -5.00 -2.11  0.064
102 H 2.48 0.31 -4.79  0.090
103 H -2.24 8.48 -2.18  0.063
104 H -6.74 3.94 4.03  0.075
105 H 2.59 -3.85 -1.04  0.073
106 H 10.12 -0.14 -1.75  0.079
107 H -5.72 -7.33 5.25  0.123
108 H -0.20 6.85 -1.73  0.120
109 H 5.29 4.88 -4.40  0.065
110 H 9.59 0.92 -0.43  0.074
111 H -5.71 4.96 1.88  0.112
112 H -8.11 -7.23 5.63  0.077
113 H 6.31 -4.26 -3.69  0.128
114 H -3.31 7.59 -1.38  0.065
115 H 4.74 -2.96 -5.85  0.080
116 H -6.03 3.41 1.07  0.115
117 H -0.98 -2.31 5.12  0.111
118 H 4.83 -0.81 -1.85  0.042
119 H -8.20 -5.60 4.97  0.072
120 H 2.10 1.94 -4.14  0.055
121 H 4.30 5.98 -3.35  0.066
122 H -0.62 2.57 -4.45  0.062
123 H -3.98 -2.35 4.70  0.047
124 H -6.37 -7.06 3.76  0.113
125 H 5.68 -2.69 -3.72  0.112
126 H -1.82 2.07 2.97  0.078

=====

No. 2
ORCA calculation (ωB97M-V with the def2-TZVPD basis set) on a 3-piece molecular cluster, C2H11NO2 overall at a distorted geometry.

Properties
Kohn-Sham gap: 11.1 eV
total energy: -288.02089 hartree
maximum force: 1.298 eV/A
structure (SMILES): CCN.O.O

Last column: Löwdin charge in e.
Atoms and positions in Å:
1 O -0.29 -2.57 1.35  -0.090
2 O -1.45 -0.01 1.49  -0.145
3 N 0.88 0.24 0.48  -0.010
4 C -0.11 0.84 -1.72  -0.101
5 C 1.11 0.92 -0.83  -0.284
6 H 2.02 0.57 -1.31  0.104
7 H -0.66 -1.70 1.59  -0.015
8 H -0.62 0.11 0.88  -0.016
9 H 1.34 0.73 1.23  0.097
10 H -0.04 1.53 -2.56  0.072
11 H -2.34 0.27 1.33  0.026
12 H -1.07 -3.14 1.31  0.029
13 H 1.31 1.96 -0.57  0.106
14 H -0.33 -0.18 -2.01  0.075
15 H 1.23 -0.71 0.50  0.088
16 H -1.00 1.12 -1.15  0.065

=====

No. 3
ORCA calculation (ωB97M-V with the def2-TZVPD basis set) on an isolated ion of composition C6H11N5 and charge +2 at a distorted geometry.

Properties
Kohn-Sham gap: 9.8 eV
total energy: -508.31755 hartree
charge: +2
maximum force: 5.429 eV/A
structure (SMILES): [H]/N=C/NC(=[NH2+])[C@@H]1N=CC(C)=[NH+]1

Last column: Löwdin charge in e.
Atoms and positions in Å:
1 N 0.49 0.49 1.20  0.188
2 N 0.71 -1.29 -1.09  0.163
3 N -1.61 -1.07 -0.59  0.138
4 N -0.08 1.52 -0.81  0.151
5 N -3.16 0.41 0.42  0.287
6 C -1.92 0.00 0.16  -0.121
7 C 1.20 1.23 -0.81  0.004
8 C -0.46 -1.77 -1.01  -0.161
9 C -0.71 1.08 0.41  -0.130
10 C 1.56 0.58 0.44  -0.244
11 C 2.91 0.11 0.81  0.035
12 H 3.39 1.01 1.33  0.162
13 H -0.83 -2.69 -1.68  0.206
14 H -3.35 1.29 0.65  0.094
15 H -1.19 1.83 1.03  0.162
16 H -4.01 -0.15 0.29  0.184
17 H -2.47 -1.51 -0.95  0.177
18 H 3.46 -0.13 -0.11  0.115
19 H 1.18 -1.95 -1.71  0.111
20 H 2.94 -0.70 1.52  0.105
21 H 0.23 0.08 2.14  0.227
22 H 1.72 1.62 -1.64  0.145